Record 1
61
Properties=species:S:1:pos:R:3:nbo_charge:R:1 method="wB97M-V/def2-TZVPD" spin_multiplicity=1 lumo_energy_ev=2.659 charge=-1 orbital_gap_ev=9.946
B -21.6436 22.1179 3.7427 1.3347
F -20.9515 23.2962 3.7966 -0.5542
F -22.4597 21.9430 2.6720 -0.5645
F -20.8581 20.9376 3.6986 -0.5936
F -22.4196 21.9705 4.9078 -0.5804
C -17.9253 18.7058 2.9804 -0.0872
C -17.2282 17.9216 1.9047 -0.0877
O -16.5133 18.8050 1.0182 -0.7435
O -19.0645 19.3333 2.4981 -0.7533
H -17.1559 19.3276 3.4379 0.1612
H -18.2264 18.0693 3.8125 0.1610
H -18.0135 17.3792 1.3781 0.1762
H -16.6269 17.2094 2.4698 0.1683
H -16.7869 18.7989 0.0980 0.4874
H -19.5788 19.8114 3.1527 0.5233
C -20.1742 22.4235 0.4117 -0.1084
C -18.8415 22.2530 1.2305 -0.1020
O -18.0140 21.2254 0.6971 -0.7827
O -19.9976 22.8100 -0.9442 -0.7455
H -20.9482 22.9990 0.9196 0.1893
H -20.5465 21.4400 0.1250 0.1865
H -19.0388 22.0145 2.2756 0.2042
H -18.1963 23.1274 1.1450 0.1626
H -17.9509 20.4189 1.2139 0.5049
H -19.1282 22.4736 -1.1736 0.4696
C -25.2572 22.2244 1.0979 -0.0897
C -25.7181 22.0693 2.5720 -0.0877
O -25.0163 23.0063 3.2934 -0.7355
O -25.9647 23.3258 0.3817 -0.7502
H -25.3408 21.2917 0.5400 0.1655
H -24.1831 22.3860 1.0074 0.1863
H -25.5474 21.0682 2.9680 0.1637
H -26.7982 22.2162 2.5755 0.1663
H -24.0904 22.7918 3.1587 0.4973
H -26.3607 23.9603 0.9835 0.4695
C -20.4115 25.2760 6.0932 -0.0887
C -21.7529 25.7790 5.6364 -0.1010
O -22.7130 25.6554 6.7464 -0.7605
O -19.9964 25.8823 7.3227 -0.7389
H -19.6832 25.2941 5.2824 0.1934
H -20.6559 24.2544 6.3842 0.1764
H -21.9704 25.2283 4.7212 0.2010
H -21.6204 26.8297 5.3785 0.1582
H -23.6094 25.6141 6.4054 0.4828
H -20.8058 26.0716 7.8030 0.4748
Cl -24.3599 23.2704 7.9233 -0.0582
C -24.8180 21.5269 7.9389 -0.3765
C -25.2518 21.0122 6.5489 -0.3812
Cl -25.5155 19.2471 6.7176 -0.1033
H -25.6657 21.4039 8.6130 0.2057
H -23.9678 20.9508 8.3042 0.2256
H -24.4058 21.0085 5.8616 0.2579
H -26.1081 21.4165 6.0092 0.2264
Cl -23.0404 26.7644 0.3942 -0.0900
C -21.5188 25.7832 0.2138 -0.3805
C -20.9586 25.5526 1.5763 -0.3726
Cl -20.5852 27.1483 2.3560 -0.0975
H -20.7133 26.3433 -0.2610 0.2121
H -21.7596 24.9487 -0.4448 0.2512
H -20.0211 24.9975 1.5458 0.2346
H -21.7327 25.1374 2.2216 0.2369

Record 2
53
Properties=species:S:1:pos:R:3:nbo_charge:R:1 method="wB97M-V/def2-TZVPD" spin_multiplicity=1 lumo_energy_ev=-13.541 charge=+4 orbital_gap_ev=7.993
Bi -0.0259 -1.6065 -0.2693 1.7513
N 2.3508 -1.3130 -0.2151 -0.8612
C 3.0236 -2.6169 -0.4372 -0.2649
C 2.2192 -3.7457 0.1821 -0.2639
N 0.9048 -3.8888 -0.4702 -0.6777
C 0.9444 -4.3922 -1.8580 -0.2688
C 0.1518 -3.4628 -2.7679 -0.2585
N 0.5547 -2.0690 -2.4884 -0.8643
H 2.7098 -0.6174 -0.8677 0.4328
H 2.5750 -0.9913 0.7267 0.4222
H 4.0235 -2.6025 0.0066 0.2807
H 3.1610 -2.7789 -1.5046 0.2207
H 2.0608 -3.5452 1.2432 0.2300
H 2.7978 -4.6744 0.1108 0.2792
H 0.3424 -4.5213 0.0979 0.4388
H 0.5261 -5.3984 -1.9241 0.2828
H 1.9788 -4.4601 -2.2006 0.2334
H -0.9186 -3.5622 -2.5829 0.2291
H 0.3368 -3.7234 -3.8139 0.2813
H 0.0443 -1.4415 -3.1142 0.4491
H 1.5440 -1.9635 -2.7169 0.4183
C -4.2356 2.8589 -1.9060 -0.4588
N -3.0719 1.9917 -1.9577 -0.5072
C -2.9838 0.7616 -1.5166 0.4105
N -3.9511 0.1440 -0.8658 -0.7399
S -1.4455 -0.0417 -1.9017 -0.3533
H -3.9142 3.8680 -2.1566 0.2682
H -4.6972 2.8668 -0.9184 0.2289
H -4.9881 2.5590 -2.6377 0.2583
H -2.3128 2.3319 -2.5399 0.4439
H -4.8788 0.5571 -0.8212 0.4502
H -3.9065 -0.8327 -0.6214 0.4385
C 1.2738 2.2427 3.3341 -0.2593
C 1.3798 0.9556 2.4823 -0.2608
N 0.4482 1.0042 1.3486 -0.4534
C 0.8473 2.0928 0.4552 -0.2565
C 0.9518 3.4246 1.2306 -0.2602
N 0.4177 3.2009 2.5948 -0.3320
C -0.9628 2.6723 2.5212 -0.2567
C -0.8962 1.2738 1.8609 -0.2604
H 2.2576 2.6862 3.5013 0.2692
H 0.8262 2.0448 4.3121 0.2625
H 1.1549 0.0818 3.0962 0.2395
H 2.3968 0.8541 2.0992 0.2172
H 0.1150 2.1651 -0.3499 0.2274
H 1.8085 1.8506 0.0019 0.2229
H 0.3765 4.2095 0.7394 0.2595
H 1.9848 3.7719 1.3020 0.2622
H 0.4103 4.0944 3.0978 0.4789
H -1.5748 3.3659 1.9412 0.2478
H -1.3820 2.6101 3.5270 0.2692
H -1.6009 1.2136 1.0290 0.2167
H -1.1522 0.4958 2.5819 0.2367

Record 3
51
Properties=species:S:1:pos:R:3:nbo_charge:R:1 method="wB97M-V/def2-TZVPD" spin_multiplicity=1 lumo_energy_ev=-3.981 charge=+1 orbital_gap_ev=8.498
C 1.6198 1.6268 -3.9735 -0.6085
C 0.7596 2.1068 -2.8142 -0.3878
C -0.7342 2.1282 -3.1205 -0.3944
C -1.3155 0.7789 -3.5176 -0.4059
C -1.5162 -0.1409 -2.2914 -0.3887
C -2.9565 -0.1484 -1.7491 -0.4062
C -3.2564 0.9145 -0.7008 -0.3983
C -2.6193 0.7101 0.7071 -0.4045
C -1.9229 -0.6175 0.9522 -0.4037
C -1.4699 -0.7175 2.4326 -0.7462
P 0.3076 -0.4059 2.5987 1.1555
Cl 0.6188 -0.0987 4.5526 -0.1283
C 1.2385 -1.7780 1.8723 -0.8172
C 2.5984 -2.1932 2.5549 0.4240
N 3.3918 -1.1027 3.0669 -0.8368
N 2.4119 -3.1761 3.6173 -0.8254
N 3.3425 -2.8023 1.4539 -0.8281
P 0.8960 1.3899 1.4121 1.0381
N 2.4577 1.3437 1.2146 -1.2571
H 2.6658 1.8040 -3.7660 0.2196
H 1.3551 2.1941 -4.8570 0.2098
H 1.4761 0.5745 -4.1665 0.2000
H 0.9774 1.5190 -1.9230 0.1677
H 1.0588 3.1235 -2.5802 0.2069
H -1.2489 2.5365 -2.2565 0.1844
H -0.8821 2.8465 -3.9216 0.2145
H -0.6262 0.2858 -4.1885 0.2131
H -2.2733 0.8987 -4.0060 0.2090
H -1.2644 -1.1658 -2.5368 0.2129
H -0.8294 0.2200 -1.5354 0.1636
H -3.6121 0.0448 -2.5899 0.2215
H -3.2388 -1.1305 -1.3914 0.1982
H -4.3311 0.9596 -0.5695 0.2195
H -2.9642 1.8834 -1.0754 0.2103
H -3.4174 0.7650 1.4375 0.2186
H -1.9717 1.5610 0.9101 0.1830
H -2.6267 -1.4145 0.7782 0.2419
H -1.0650 -0.7710 0.3077 0.2050
H -1.7122 -1.6834 2.8585 0.2705
H -1.9488 0.0477 3.0329 0.2629
H 1.4801 -1.4917 0.8500 0.2948
H 0.5625 -2.6238 1.8330 0.2632
H 3.2065 -0.2115 2.6181 0.3937
H 3.3176 -1.0471 4.0743 0.3677
H 1.8684 -3.9537 3.2642 0.3658
H 1.9289 -2.7607 4.4106 0.3539
H 2.7397 -3.3425 0.8434 0.3497
H 4.0748 -3.3906 1.8322 0.3923
H 0.1786 1.2686 0.2081 -0.0041
H 0.3953 2.5196 2.0865 0.0102
H 2.8439 2.1930 1.6244 0.3991

Record 4
72
Properties=species:S:1:pos:R:3:mulliken_charge:R:1 method="wB97M-V/def2-TZVPD" spin_multiplicity=1 lumo_energy_ev=-1.931 orbital_gap_ev=8.664 relative_energy_kcal_mol=47.8
O -1.4652 -0.2128 -1.2309 -0.4978
V -1.1156 0.8942 -0.1094 1.2963
O 0.3992 1.3433 -0.3851 -0.4144
N -2.1240 2.5144 -0.8074 0.1371
S -1.9215 3.5307 -2.1498 0.7998
O -1.0759 4.6677 -1.9155 -0.5538
O -3.0343 3.7092 -3.0257 -0.5353
F -0.9150 2.6018 -2.9787 -0.1465
S -3.1146 3.4855 -0.0348 0.8546
O -4.4545 3.5997 -0.5417 -0.5693
O -2.5648 4.6555 0.5779 -0.5445
F -3.3325 2.4550 1.1887 -0.2119
O -0.5168 1.4488 2.0349 -0.0414
S -0.1630 1.7147 3.4224 1.2072
O 0.8439 2.7028 3.7061 -0.6104
O -1.4818 2.1874 4.2252 -0.4537
C -2.5505 1.2332 4.4284 0.1203
C -2.6370 0.9074 5.9192 -1.1309
C 0.2926 0.1456 4.1832 -1.0154
H -2.3377 0.3555 3.8278 0.0530
H -3.5133 1.6522 4.1421 0.3362
H -2.8826 1.6779 6.6422 0.3388
H -1.6584 0.5261 6.2293 0.2111
H -3.2439 0.0063 6.0397 0.3519
H 1.3695 0.0005 4.0760 0.4345
H -0.0605 -0.7132 3.6082 0.3219
H 0.0089 0.0402 5.2235 0.3161
O 5.1542 2.0067 -0.9456 -0.6316
S 5.0169 0.6356 -0.5871 1.2530
O 4.7584 -0.3665 -1.5801 -0.6278
O 6.3722 0.2049 0.1427 -0.2961
C 6.6609 -1.1534 0.3995 -0.1023
C 7.9760 -1.3403 1.1573 -1.2838
C 3.8257 0.4302 0.7635 -1.1401
H 6.4989 -1.7530 -0.4958 0.3691
H 5.9544 -1.5616 1.1412 0.2176
H 8.8048 -1.1270 0.4768 0.3164
H 8.0759 -2.3689 1.4949 0.3891
H 8.0732 -0.6467 1.9900 0.3107
H 4.3059 0.7758 1.6787 0.4437
H 3.7684 -0.6563 0.7934 0.3552
H 2.9162 1.0026 0.6105 0.4177
O -4.0782 -1.0162 2.9975 -0.6509
S -3.8839 -1.0090 1.5834 1.0456
O -2.7205 -0.3767 0.9807 -0.4105
O -3.9215 -2.4992 1.0518 -0.3524
C -3.8043 -2.7343 -0.3491 0.0962
C -3.0096 -4.0159 -0.6183 -1.4121
C -5.3329 -0.2640 0.7736 -0.8319
H -3.2267 -1.9790 -0.8839 0.1971
H -4.7850 -2.9601 -0.7694 0.2751
H -2.0499 -4.0328 -0.1003 0.3375
H -2.7671 -4.0142 -1.6813 0.3989
H -3.5856 -4.9018 -0.3562 0.3557
H -6.2267 -0.4792 1.3560 0.3903
H -5.4849 -0.6556 -0.2298 0.3277
H -5.1885 0.8143 0.7258 0.2103
O 2.2497 -2.5026 -6.2987 -0.6017
S 1.4270 -2.0295 -5.2411 1.1926
O 1.5714 -2.5145 -3.9064 -0.5899
O 1.5728 -0.4000 -5.1475 -0.4077
C 0.9872 0.2910 -4.0471 -0.2543
C 2.0214 0.7141 -3.0029 -0.8867
C -0.2611 -2.0290 -5.8350 -0.8360
H 0.1856 -0.2661 -3.5494 0.1715
H 0.4550 1.1366 -4.4857 0.3604
H 2.3303 -0.1566 -2.4356 0.2491
H 1.5586 1.5016 -2.4066 0.2313
H 2.8315 1.2326 -3.5162 0.4065
H -0.9300 -1.4107 -5.2416 0.2818
H -0.6882 -3.0306 -5.8633 0.3447
H -0.1584 -1.6243 -6.8391 0.3174